The following is a quantum chemistry calculation of the molecule C5H8OS, from OMol25.

XYZ file:
```
15
C5H8OS | OMol25 | ωB97M-V/def2-TZVPD
C 0.53 0.61 0.02
C 0.64 -0.04 -1.23
C 0.79 -0.38 1.22
C -0.15 0.63 -2.35
C -0.10 -0.01 2.45
O 0.12 1.70 0.36
S 2.45 0.08 1.55
H 1.20 -0.90 -1.17
H 0.90 -1.47 0.99
H 0.44 0.41 -3.18
H -0.46 1.68 -2.08
H -1.07 0.23 -2.50
H 0.04 -0.62 3.39
H -1.06 -0.11 2.18
H 0.13 0.89 2.90
```

For the energy relative to the best compared isomer or geometry (same formula, charge and spin), the calculation gives 450.2 kJ/mol. Its strongest force on any atom is 4.317 eV/Å. Its energy is -668.56706 hartree. As for the charge: 0.

=====

The following is a quantum chemistry calculation of the molecule C5H8OS, from OMol25.

XYZ file:
```
15
C5H8OS | OMol25 | ωB97M-V/def2-TZVPD
C 0.70 -0.12 -1.34
C -0.76 -0.34 -1.14
C 0.77 0.17 1.52
C -1.64 -0.85 -2.35
C 1.19 0.93 2.74
O -1.25 -0.11 -0.05
S 1.45 0.52 0.09
H 1.33 -0.11 -2.31
H -0.20 -0.33 1.57
H -2.63 -0.27 -2.51
H -1.98 -1.83 -2.16
H -1.09 -0.95 -3.25
H 2.28 0.79 2.78
H 0.88 0.44 3.70
H 0.95 2.07 2.72
```

For the energy relative to the best compared isomer or geometry (same formula, charge and spin), the calculation gives 273.6 kJ/mol. Its strongest force on any atom is 2.679 eV/Å. Its energy is -668.63433 hartree. As for the charge: 0.

=====

The following is a quantum chemistry calculation of a structure of composition C5H8OS, from OMol25.

XYZ file:
```
15
C5H8OS | OMol25 | ωB97M-V/def2-TZVPD
C -0.93 -0.01 0.37
C -0.13 1.16 -0.28
C 1.08 0.31 -0.75
C 1.43 -0.52 0.49
C 0.09 -1.12 0.07
H -3.25 0.43 0.38
H -1.07 0.11 1.45
H 0.15 1.93 0.43
H -0.65 1.60 -1.13
H 1.82 0.77 -1.39
H 1.51 -0.04 1.47
H 2.26 -1.22 0.31
H -0.20 -2.17 0.24
O 0.44 -0.85 -1.30
S -2.54 -0.39 -0.38
```

For the energy relative to the best compared isomer or geometry (same formula, charge and spin), the calculation gives 129.7 kJ/mol. Its strongest force on any atom is 0.794 eV/Å. Its energy is -668.68913 hartree. As for the charge: 0.

=====

The following is a quantum chemistry calculation of the molecule C5H8OS, from OMol25.

XYZ file:
```
15
C5H8OS | OMol25 | ωB97M-V/def2-TZVPD
C -0.20 1.85 0.54
C -0.04 0.46 0.25
C 1.25 -0.19 0.64
C -0.89 -0.21 -0.47
C -1.08 -1.58 -0.81
H 0.36 2.55 -0.16
H -1.08 2.24 0.26
H -0.09 2.03 1.61
H 1.44 -1.40 0.59
H 1.80 -0.03 1.55
H 1.83 0.34 -0.19
H -1.66 0.32 -0.84
H 0.83 -1.73 -1.27
O -0.04 -2.40 -1.33
S -2.44 -2.27 -0.36
```

For the energy relative to the best compared isomer or geometry (same formula, charge and spin), the calculation gives 263.7 kJ/mol. Its strongest force on any atom is 4.991 eV/Å. Its energy is -668.63811 hartree. As for the charge: 0. Its structure (SMILES) is CC(C)=CC(O)=S.

=====

The following is a quantum chemistry calculation of the molecule C5H8OS, from OMol25.

XYZ file:
```
15
C5H8OS | OMol25 | ωB97M-V/def2-TZVPD
C -1.19 -1.67 0.90
C -0.37 -0.44 1.11
C 0.69 0.07 0.22
C 1.21 1.34 -1.55
C -0.56 0.72 0.06
H -1.26 -1.90 -0.18
H -0.68 -2.52 1.37
H -2.16 -1.59 1.41
H -0.15 -0.28 2.17
H 1.36 0.68 0.85
H 0.90 1.29 -2.60
H 2.21 1.76 -1.40
H -1.15 0.25 -0.75
O 1.24 -0.03 -1.08
S -0.09 2.31 -0.53
```

For the energy relative to the best compared isomer or geometry (same formula, charge and spin), the calculation gives 354.4 kJ/mol. Its strongest force on any atom is 2.639 eV/Å. Its energy is -668.60356 hartree. As for the charge: 0. Its structure (SMILES) is C[C@H]1[C@H]2OCS[C@H]12.

=====

The following is a quantum chemistry calculation of the molecule C5H8OS2, from OMol25.

XYZ file:
```
16
C5H8OS2 | OMol25 | ωB97M-V/def2-TZVPD
C -1.53 1.02 -0.65
C -1.72 -0.93 0.83
C 1.07 -0.71 -0.54
C 2.04 -0.22 0.60
C 1.15 0.64 -0.28
H -0.88 0.67 -1.40
H -2.04 1.91 -0.97
H -1.49 -0.45 1.96
H -2.28 -1.75 1.11
H 1.73 -1.09 -1.39
H 2.00 -0.37 1.66
H 3.16 -0.21 0.24
H 1.70 1.33 -0.98
O -2.42 0.11 -0.12
S -0.35 -1.65 -0.31
S -0.14 1.69 0.22
```

For the energy relative to the best compared isomer or geometry (same formula, charge and spin), the calculation gives 416.4 kJ/mol. Its strongest force on any atom is 6.232 eV/Å. Its energy is -1066.77278 hartree. As for the charge: 0. Its structure (SMILES) is C1OCS[C@@H]2C[C@@H]2S1.

=====

- Number 5 is which compound?
  C5H8OS